(1)
12
Properties=species:S:1:pos:R:3 method="wB97M-V/def2-TZVPD" e_lumo_ev="-5.4 / -5.8" total_charge=+1 multiplicity=1 orbital_gap_ev="9.839 / 8.967"
C 1.4400 -0.1349 -0.5378
C -1.3351 0.9034 0.0321
C 0.4912 -0.4769 0.5366
N 0.9940 0.8285 0.3364
N -0.9115 -0.4816 0.1207
H 2.4494 -0.2628 -0.2101
H 1.2955 -0.0752 -1.6414
H -1.2297 1.3234 0.9702
H -1.1847 1.3240 -0.9222
H 0.5736 -1.0043 1.4679
H -1.6276 -1.1280 0.6886
H -0.9552 -0.8155 -0.8410

(2)
162
Properties=species:S:1:pos:R:3 method="wB97M-V/def2-TZVPD" e_lumo_ev=1.4 total_charge=-1 multiplicity=1 orbital_gap_ev=5.365
K -0.7269 -0.1572 0.5737
C -0.7882 -2.2894 -2.4574
O -1.1826 -1.6307 -1.2597
C -2.4638 -1.9981 -0.8537
C -3.5436 -1.1560 -1.1490
C -3.3671 0.2659 -1.6845
C -3.8500 1.2604 -0.6343
C -5.1976 1.5705 -0.4969
C -5.7049 2.3389 0.5534
C -4.7729 2.7716 1.4991
C -3.4125 2.5244 1.3802
C -2.4259 3.0836 2.3697
C -1.8857 2.2497 3.5347
C -1.5002 2.9583 4.6678
C -0.7829 2.3876 5.7132
C -0.3878 1.0655 5.5594
C -0.7502 0.2955 4.4496
C -0.0819 -1.0712 4.3053
C -0.8637 -2.2447 3.7690
C -1.6734 -2.9975 4.6115
C -2.3951 -4.1067 4.1721
C -2.2694 -4.4225 2.8191
C -1.4833 -3.6925 1.9413
C -1.5036 -3.9841 0.4502
C -2.6514 -3.1942 -0.1626
C -3.9542 -3.6123 0.0932
C -5.0580 -2.8564 -0.2715
C -4.8210 -1.6187 -0.8611
C -6.4940 -3.3098 0.0000
C -6.5514 -4.7469 0.5239
C -7.1181 -2.3804 1.0493
C -7.3155 -3.2409 -1.2966
C -0.7103 -2.5832 2.3941
O 0.0695 -1.9236 1.5982
C -3.2992 -4.9451 5.0767
C -2.8674 -6.4194 5.0417
C -4.7539 -4.8441 4.5913
C -3.2463 -4.4708 6.5288
C -1.5812 0.8789 3.4852
O -2.0677 0.1034 2.4507
C -3.3680 -0.4419 2.7185
C -0.4151 3.2345 6.9330
C 0.3362 2.4275 7.9897
C 0.4788 4.4037 6.4948
C -1.6954 3.7896 7.5735
C -2.8820 1.8347 0.2504
O -1.6200 1.7392 0.0400
C -7.1923 2.6976 0.6024
C -8.0475 1.4243 0.6593
C -7.5339 3.5515 1.8234
C -7.5800 3.4944 -0.6545
H -1.5745 -2.2208 -3.2144
H -0.5765 -3.3449 -2.2671
H 0.1069 -1.7841 -2.8182
H -3.9404 0.3941 -2.6080
H -2.3145 0.4661 -1.8893
H -5.8870 1.1884 -1.2491
H -5.1065 3.3353 2.3676
H -2.8297 4.0041 2.7979
H -1.5379 3.3583 1.7876
H -1.7611 4.0129 4.7068
H 0.2338 0.5892 6.3097
H 0.3273 -1.3301 5.2841
H 0.7699 -0.9348 3.6341
H -1.7382 -2.6841 5.6508
H -2.8237 -5.2713 2.4189
H -1.6584 -5.0523 0.2758
H -0.5480 -3.6822 0.0219
H -4.0826 -4.5421 0.6345
H -5.6566 -0.9641 -1.0802
H -6.0795 -4.8351 1.5072
H -6.0555 -5.4419 -0.1604
H -7.5954 -5.0568 0.6253
H -6.5804 -2.4625 1.9992
H -8.1676 -2.6450 1.2209
H -7.0739 -1.3365 0.7308
H -6.8444 -3.8396 -2.0818
H -7.4053 -2.2154 -1.6633
H -8.3255 -3.6276 -1.1246
H -2.9482 -6.8363 4.0342
H -3.4935 -7.0227 5.7104
H -1.8255 -6.5153 5.3602
H -4.8513 -5.2118 3.5649
H -5.0854 -3.8015 4.6045
H -5.4247 -5.4319 5.2307
H -2.2257 -4.5067 6.9218
H -3.8725 -5.1197 7.1491
H -3.6174 -3.4463 6.6307
H -3.3368 -1.0829 3.6008
H -3.6536 -1.0414 1.8510
H -4.0969 0.3574 2.8574
H 1.2874 2.0492 7.6067
H -0.2564 1.5781 8.3404
H 0.5520 3.0685 8.8486
H 1.3947 4.0303 6.0286
H 0.7541 5.0192 7.3581
H -0.0282 5.0427 5.7677
H -2.3485 2.9727 7.8921
H -2.2556 4.4110 6.8715
H -1.4500 4.3992 8.4491
H -7.7950 0.8358 1.5458
H -7.8801 0.7955 -0.2208
H -9.1154 1.6722 0.6983
H -7.3688 3.0016 2.7550
H -8.5881 3.8428 1.7843
H -6.9324 4.4639 1.8526
H -7.4022 2.9117 -1.5624
H -6.9824 4.4081 -0.7217
H -8.6411 3.7719 -0.6286
N 2.6833 0.2468 2.0800
C 3.7547 -0.6434 2.5400
C 4.0251 -1.7124 1.4933
C 3.0084 -2.8594 1.5903
C 2.7806 -3.6304 0.2982
N 2.2167 -2.7444 -0.7308
H 2.3903 0.8783 2.8145
H 1.8724 -0.2873 1.7908
H 3.5243 -1.1403 3.4922
H 4.6452 -0.0328 2.7030
H 5.0390 -2.1068 1.6156
H 3.9713 -1.2498 0.5039
H 2.0297 -2.4771 1.9072
H 3.3368 -3.5608 2.3634
H 2.1277 -4.4826 0.5170
H 3.7302 -4.0360 -0.0677
H 1.4115 -2.2529 -0.3492
H 1.8866 -3.2730 -1.5269
S 4.6311 2.2438 -7.2895
N 3.0762 1.8058 -7.2950
C 2.7491 1.6039 -6.0369
C 1.4341 1.1957 -5.5598
C 0.3551 1.0088 -6.4188
C -0.8572 0.6325 -5.8936
C -0.9429 0.4380 -4.5146
N 0.0739 0.6071 -3.6842
C 1.2539 0.9975 -4.1858
C 2.3744 1.2384 -3.2268
N 2.1169 1.0715 -1.9258
C 3.0793 1.3254 -1.0506
C 4.3635 1.7290 -1.4273
C 4.6392 1.8906 -2.7588
C 3.6265 1.6501 -3.6884
C 3.8216 1.8238 -5.1200
N 4.9430 2.1898 -5.7056
H 0.4934 1.1665 -7.4821
H -1.7252 0.4876 -6.5234
H -1.8823 0.1306 -4.0603
H 2.8370 1.2067 0.0008
H 5.1138 1.9102 -0.6688
H 5.6142 2.2066 -3.1093
C -0.2903 3.3923 -2.0432
N -0.2956 4.5208 -1.1218
C -1.2794 5.5780 -1.2897
C 0.5616 4.5655 -0.0798
O 1.4650 3.7789 0.1505
H 0.1335 3.6732 -3.0165
H -1.3088 3.0221 -2.1682
H 0.3003 2.6028 -1.5971
H -1.9739 5.2786 -2.0700
H -0.8233 6.5263 -1.5860
H -1.8558 5.7365 -0.3760
H 0.3762 5.4406 0.5667

(3)
73
Properties=species:S:1:pos:R:3 method="wB97M-V/def2-TZVPD" e_lumo_ev=2.7 total_charge=-2 multiplicity=1 orbital_gap_ev=3.812
Sn 0.9093 0.9589 -0.4691
S 2.8545 -0.8878 -1.2119
C 1.8906 -1.5321 -2.5277
C 2.2742 -1.2563 -3.8513
C 1.5235 -1.6567 -4.9389
C 0.3458 -2.3741 -4.7482
C -0.0338 -2.6955 -3.4592
C 0.7149 -2.2820 -2.3570
S 0.1409 -2.7465 -0.7313
C -1.5981 -2.1980 -0.8737
C -2.2203 -2.0554 0.4843
C -3.0182 -3.0823 0.9930
C -3.6681 -2.8969 2.1986
C -3.5201 -1.6885 2.8604
C -2.6827 -0.7357 2.2948
C -1.9584 1.7193 2.0425
S -0.3349 3.4698 -0.8567
C 1.0573 4.3715 -1.4101
C 0.8687 5.5060 -2.2164
C 1.9214 6.2878 -2.6623
C 3.2250 5.9437 -2.3205
C 3.4397 4.8158 -1.5431
C 2.3865 4.0226 -1.0806
S 2.7892 2.6391 -0.0623
N -2.0358 -0.9221 1.1557
H 3.1638 -0.6557 -3.9902
H 1.8425 -1.3887 -5.9403
H -0.2833 -2.6517 -5.5841
H -0.9548 -3.2428 -3.3012
H -2.1849 -2.9250 -1.4368
H -1.5831 -1.2452 -1.4047
H -3.1327 -3.9989 0.4289
H -4.3005 -3.6741 2.6107
H -4.0279 -1.4976 3.7975
H -0.8864 1.6069 1.8834
H -2.0975 2.6930 2.5305
H -0.1501 5.7607 -2.4848
H 1.7255 7.1624 -3.2742
H 4.0644 6.5380 -2.6648
H 4.4486 4.5212 -1.2785
Cl -0.0997 -0.2306 6.3931
C -1.4176 0.2613 5.3940
C -2.5825 0.6370 5.9262
C -3.6904 1.0546 5.0909
Cl -5.0942 1.5893 5.9931
C -3.6580 1.0486 3.7486
C -4.8150 1.4182 2.9466
C -4.8864 1.5567 1.6135
C -3.8296 1.6395 0.5903
N -2.5831 1.7792 0.7472
C -2.4079 0.5951 3.0234
C -1.1923 0.2698 3.9223
O -0.1206 -0.0034 3.4510
H -2.7093 0.6392 7.0004
H -5.7381 1.5490 3.4968
H -5.8797 1.7494 1.2175
H -4.1827 1.6906 -0.4387
O -2.6625 -0.9286 -4.5708
S -2.4802 0.3734 -3.9663
O -3.6705 0.9877 -3.4343
N -1.2642 0.3670 -2.9094
C -0.2337 1.0921 -3.3353
O 0.8597 1.2617 -2.7663
C -0.4789 1.7733 -4.6555
C 0.3502 2.6644 -5.3112
C -0.1256 3.2522 -6.4767
C -1.3979 2.9506 -6.9621
C -2.2224 2.0506 -6.2960
C -1.7286 1.4736 -5.1429
H 1.3210 2.9008 -4.8948
H 0.4904 3.9685 -7.0067
H -1.7582 3.4421 -7.8584
H -3.2143 1.8166 -6.6605

(4)
31
Properties=species:S:1:pos:R:3 method="wB97M-V/def2-TZVPD" e_lumo_ev=2.6 total_charge=-1 multiplicity=1 orbital_gap_ev=5.871
C 0.5746 1.8644 1.3115
B -0.1496 1.5327 -0.1159
O -0.9582 2.5204 -0.8226
As 0.0025 -0.3243 -0.9968
C 1.9839 0.0674 -1.2401
O 2.8030 -1.1173 -1.5589
C 2.8827 -1.9922 -0.4630
C 3.2353 -1.5152 1.0344
O 2.6365 -3.1939 -0.6277
C -1.9547 -0.7482 -0.8591
I -2.1985 -2.8959 -1.3788
C -2.7755 -0.5208 0.4612
C -3.5765 0.8953 0.5416
I -1.8447 -0.8866 2.3825
H -0.1634 1.7389 2.1618
H 0.8803 2.9708 1.2570
H 1.4591 1.1867 1.5301
H -0.4490 3.3589 -0.8301
H 0.3966 -1.0277 0.3733
H 0.2355 -1.6856 -1.7541
H -0.2476 0.3783 -2.4005
H 2.1021 0.7561 -2.1537
H 2.4742 0.6392 -0.3751
H 3.6588 -0.4546 1.0421
H 3.9814 -2.2584 1.4441
H 2.2401 -1.5300 1.5984
H -2.5000 -0.2059 -1.7110
H -3.6363 -1.2800 0.4246
H -4.5842 0.7818 1.0407
H -3.6090 1.3716 -0.4869
H -2.8991 1.5740 1.1713

(5)
13
Properties=species:S:1:pos:R:3 method="wB97M-V/def2-TZVPD" e_lumo_ev=-8.0 total_charge=+1 multiplicity=1 orbital_gap_ev=7.397
C -1.2044 -0.5173 -2.3270
C -1.0427 -1.0017 -3.4756
C -0.1694 1.6129 0.4069
C -0.8125 1.5262 -0.7860
C 0.4379 0.3141 0.6870
C -0.7253 0.0969 -1.2323
N 0.7456 -1.8820 -0.3022
N 0.1165 -0.4771 -0.2370
H 0.0047 2.5688 0.8575
H -1.4497 2.1996 -1.2786
H 0.8964 0.0714 1.6341
H -0.1022 -2.4198 -0.3877
H 1.2365 -2.1152 -1.0893